The following is a quantum chemistry calculation of a single C6H11NO molecule at a distorted geometry, from the OMol25 dataset.

Each line ends with the natural charge from an NBO analysis.
CARTESIAN COORDINATES (ANGSTROEM)
C 0.921 0.446 -0.644  -0.220
C 2.173 -0.229 -0.223  -0.621
C -1.136 1.458 1.445  -0.639
C -0.520 0.123 -0.671  0.294
C -0.253 0.485 0.742  -0.193
C -0.686 -2.250 -0.456  -0.048
O -1.280 1.105 -1.415  -0.715
N -1.123 -1.167 -0.960  -0.422
H -1.985 0.622 -1.876  0.494
H 1.166 1.091 -1.487  0.231
H 0.266 -0.125 1.468  0.217
H 2.981 0.510 -0.153  0.222
H 2.102 -0.722 0.748  0.202
H 2.503 -0.963 -0.967  0.210
H 0.253 -2.326 0.106  0.148
H -1.274 -3.165 -0.596  0.177
H -1.205 1.211 2.510  0.212
H -0.742 2.478 1.358  0.226
H -2.161 1.418 1.071  0.223

## Properties
LUMO energy   1.028 eV
HOMO-LUMO gap   0.347 Ha
Net charge   0
SMILES   C=NC1(O)[C@H](C)[C@H]1C
Energy relative to the best compared isomer or geometry (same formula, charge and spin)   372.32 kJ/mol